# Br3O3P

A molecular structure, Br3O3P at a distorted geometry (ωB97M-V/def2-TZVPD, the Open Molecules 2025 dataset).

**⟨S²⟩**: 2.008
**Kohn-Sham gap (alpha / beta)**: 8.837 / 6.509 eV
**2S+1**: 3
**Energy above the lowest of the compared OMol25 structures with the same formula, charge and spin**: 0.0 kJ/mol

Geometry (Å):
1 O 1.078 0.392 -1.036
2 O -0.427 1.123 0.955
3 O -0.603 -1.280 0.091
4 P -0.202 0.253 -0.374
5 Br 0.766 0.823 2.262
6 Br -1.910 0.932 -1.446
7 Br 0.181 -2.948 0.897

---

# C16H44O6

6 unconnected molecules or ions with the total composition C16H44O6 at a distorted geometry (ωB97M-V/def2-TZVPD, the Open Molecules 2025 dataset).

**SMILES**: CC(C)O.CC(C)O.CC(C)O.CC(C)O.CC(C)O.CO
**Kohn-Sham gap**: 9.521 eV
**Energy above the lowest of the compared OMol25 structures with the same formula, charge and spin**: 605.0 kJ/mol

Geometry (Å):
1 C -2.269 -3.136 5.488
2 C -2.333 -2.606 4.035
3 C -0.907 -2.313 3.581
4 O -2.718 -3.443 3.201
5 H -2.300 -2.165 6.050
6 H -1.459 -3.773 5.611
7 H -3.181 -3.754 5.691
8 H -2.972 -1.697 3.885
9 H -0.273 -3.217 3.747
10 H -0.518 -1.428 4.035
11 H -0.744 -2.091 2.499
12 H -2.940 -2.983 2.389
13 C 1.583 5.073 -1.146
14 C 1.469 3.587 -1.199
15 C 2.747 2.914 -0.704
16 O 0.463 3.191 -0.502
17 H 2.033 5.419 -0.192
18 H 0.580 5.452 -1.287
19 H 2.228 5.504 -1.886
20 H 1.274 3.379 -2.282
21 H 2.906 1.838 -0.767
22 H 2.939 3.236 0.313
23 H 3.632 3.125 -1.330
24 H 0.462 2.235 -0.382
25 C -2.541 -0.458 0.886
26 C -2.526 0.446 2.029
27 C -2.563 1.884 1.611
28 O -3.473 0.292 2.823
29 H -2.538 -1.532 1.060
30 H -1.680 -0.221 0.261
31 H -3.340 -0.183 0.276
32 H -1.586 0.260 2.563
33 H -2.340 2.667 2.337
34 H -3.516 2.168 1.299
35 H -1.909 1.938 0.721
36 H -3.467 0.994 3.450
37 C 3.879 0.304 -3.276
38 C 2.612 -0.473 -2.729
39 C 3.171 -1.184 -1.553
40 O 1.748 0.332 -2.304
41 H 4.181 1.067 -2.629
42 H 3.563 0.743 -4.182
43 H 4.690 -0.372 -3.463
44 H 2.158 -1.042 -3.517
45 H 3.578 -0.711 -0.655
46 H 3.991 -1.847 -1.917
47 H 2.377 -1.883 -1.278
48 H 1.326 0.671 -3.084
49 C -0.430 -2.132 -1.844
50 C -1.332 -1.210 -2.516
51 C -1.028 -1.119 -4.004
52 O -2.570 -1.230 -2.279
53 H -0.769 -3.132 -2.043
54 H -0.360 -1.951 -0.699
55 H 0.573 -1.969 -2.218
56 H -1.025 -0.236 -2.181
57 H -1.598 -0.312 -4.424
58 H -1.394 -2.011 -4.589
59 H 0.089 -1.101 -4.188
60 H -3.035 -0.323 -2.266
61 C 1.291 0.075 1.284
62 O 0.612 0.309 0.121
63 H 0.635 -0.521 1.910
64 H 1.484 0.985 1.912
65 H 2.229 -0.421 1.113
66 H 1.129 0.094 -0.664

---

# C7H9N2P

A single C7H9N2P molecule at a distorted geometry (ωB97M-V/def2-TZVPD, the Open Molecules 2025 dataset).

**SMILES**: N#CP(C#N)C1CCCC1
**Kohn-Sham gap**: 11.013 eV
**Energy above the lowest of the compared OMol25 structures with the same formula, charge and spin**: 169.0 kJ/mol

Geometry (Å):
1 N -0.040 -3.936 -0.139
2 C 0.144 -2.946 -0.690
3 P 0.898 -1.486 -1.497
4 C 2.377 -1.925 -0.618
5 N 3.446 -2.008 -0.274
6 C 0.229 -0.280 -0.111
7 C -1.252 -0.108 -0.116
8 C -1.553 1.143 0.580
9 C -0.229 1.922 0.695
10 C 0.707 1.206 -0.277
11 H 0.637 -0.682 0.840
12 H -1.718 -1.006 0.473
13 H -1.549 -0.086 -1.126
14 H -2.204 1.034 1.598
15 H -2.226 1.600 -0.018
16 H -0.383 2.876 0.359
17 H 0.177 1.815 1.658
18 H 0.716 1.624 -1.309
19 H 1.821 1.242 -0.029

---

# C32H26ClNdO4P2

A molecular structure, C32H26ClNdO4P2 at a distorted geometry (ωB97M-V/def2-TZVPD, the Open Molecules 2025 dataset).

**⟨S²⟩**: 3.753
**Total charge**: +2
**Kohn-Sham gap (alpha / beta)**: 7.674 / 7.675 eV
**2S+1**: 4

Geometry (Å):
1 Nd -0.870 1.578 0.412
2 Cl -7.595 2.347 0.613
3 C -5.904 2.541 0.382
4 C -5.431 3.016 -0.858
5 C -4.097 3.223 -1.072
6 C -3.138 2.937 -0.079
7 O -1.874 3.183 -0.304
8 C -3.620 2.425 1.191
9 C -2.772 2.227 2.319
10 O -1.515 2.274 2.317
11 C -5.021 2.263 1.379
12 H -6.146 3.231 -1.642
13 H -3.737 3.623 -2.010
14 H -3.265 2.064 3.282
15 H -5.376 1.906 2.337
16 O -1.055 -0.398 1.182
17 P 0.093 -1.382 1.075
18 C 0.428 -1.752 -0.701
19 P 0.246 -0.248 -1.758
20 O -1.102 0.375 -1.479
21 C 0.517 -0.646 -3.472
22 C 1.738 -1.155 -3.916
23 C 1.902 -1.444 -5.258
24 C 0.855 -1.222 -6.147
25 C -0.350 -0.695 -5.705
26 C -0.528 -0.404 -4.362
27 C 1.470 1.013 -1.209
28 C 2.779 0.762 -0.811
29 C 3.586 1.806 -0.383
30 C 3.084 3.096 -0.293
31 C 1.806 3.379 -0.764
32 C 1.018 2.352 -1.274
33 C -0.250 -2.849 2.028
34 C -0.815 -2.601 3.282
35 C -1.113 -3.662 4.117
36 C -0.852 -4.962 3.699
37 C -0.283 -5.205 2.457
38 C 0.026 -4.149 1.614
39 C 1.606 -0.607 1.706
40 C 2.744 -1.403 1.829
41 C 3.909 -0.873 2.359
42 C 3.936 0.449 2.783
43 C 2.807 1.246 2.669
44 C 1.642 0.726 2.129
45 H -0.364 -2.424 -1.049
46 H 1.396 -2.238 -0.831
47 H 2.555 -1.313 -3.220
48 H 2.844 -1.836 -5.615
49 H 0.982 -1.465 -7.194
50 H -1.154 -0.508 -6.404
51 H -1.462 0.005 -3.998
52 H 3.176 -0.244 -0.838
53 H 4.612 1.614 -0.100
54 H 3.703 3.898 0.087
55 H 1.464 4.404 -0.831
56 H 0.122 2.598 -1.848
57 H -1.020 -1.582 3.589
58 H -1.543 -3.479 5.092
59 H -1.101 -5.792 4.347
60 H -0.076 -6.220 2.147
61 H 0.471 -4.341 0.645
62 H 2.704 -2.446 1.535
63 H 4.787 -1.497 2.467
64 H 4.840 0.858 3.216
65 H 2.825 2.269 3.023
66 H 0.753 1.357 2.116